Entry 1:
Here is a molecular structure, C34H26Cl2N5O3SW from the OMol25 dataset. Energies are from wB97M-V/def2-TZVPD.

XYZ file:
```
72
Properties=species:S:1:pos:R:3:lowdin_charge:R:1
W 0.06367 -0.09945 -0.12675 1.845
C 2.31117 2.09105 -0.28945 -0.089
N 2.25497 0.61295 -0.23845 -0.225
C 3.03837 0.11015 -1.39915 -0.072
C 2.11187 -0.06285 -2.57185 -0.236
C 2.46777 0.33185 -3.85185 0.030
C 1.55947 0.16515 -4.88575 0.014
C 0.33897 -0.43225 -4.60095 0.007
C 0.05327 -0.79805 -3.29555 -0.103
N 0.91117 -0.60845 -2.27355 -0.019
C 2.83867 0.05965 1.00915 -0.080
C 2.66637 -1.44325 0.96375 -0.274
C 3.54717 -2.31965 1.57415 0.035
C 3.33497 -3.68875 1.45655 0.032
C 2.25687 -4.12325 0.69725 0.016
C 1.43057 -3.18745 0.10115 -0.100
N 1.60257 -1.85645 0.23495 -0.019
C 1.35697 2.72025 0.68965 -0.235
C 1.46397 4.04915 1.07295 0.037
C 0.56287 4.55805 1.99755 0.018
C -0.38663 3.69925 2.53585 0.007
C -0.42563 2.38565 2.10285 -0.074
N 0.40617 1.90015 1.16775 0.011
H 2.02597 2.39775 -1.30745 0.126
H 3.33097 2.45275 -0.09345 0.162
H 3.49107 -0.85895 -1.16035 0.148
H 3.86117 0.79055 -1.64715 0.155
H 3.43537 0.77545 -4.03335 0.138
H 1.79627 0.50675 -5.88185 0.138
H -0.38893 -0.59215 -5.37835 0.131
H -0.89973 -1.25915 -3.04915 0.082
H 2.31817 0.44965 1.90045 0.143
H 3.90377 0.31135 1.09735 0.162
H 4.37797 -1.93905 2.14515 0.141
H 4.01247 -4.39165 1.91945 0.139
H 2.05247 -5.17615 0.57365 0.134
H 0.60687 -3.50945 -0.52855 0.092
H 2.24317 4.67175 0.66465 0.138
H 0.61687 5.58895 2.30795 0.136
H -1.08223 4.04455 3.28195 0.130
H -1.12103 1.67335 2.53325 0.123
Cl 0.03547 3.63845 -3.29645 0.811
C -1.31373 3.23785 -2.31625 -0.547
C -2.50613 3.97415 -2.38055 -0.070
C -3.61333 3.63905 -1.62205 -0.568
Cl -5.06073 4.52825 -1.77335 0.840
C -3.55153 2.53195 -0.71995 -0.136
C -4.60283 2.05585 0.07725 0.054
C -4.38473 0.96035 0.89095 0.021
C -3.13573 0.34165 0.92215 -0.084
N -2.11043 0.74455 0.17115 -0.030
C -2.32813 1.81845 -0.64455 -0.143
C -1.22663 2.14715 -1.46115 -0.294
O -0.18663 1.29905 -1.34205 -0.273
H -2.56363 4.81345 -3.05745 0.128
H -5.56873 2.53615 0.03815 0.122
H -5.18243 0.57055 1.50265 0.133
H -2.96713 -0.51715 1.56625 0.125
O 0.93277 -1.61835 3.11085 0.175
C 0.00207 -1.66955 2.34475 -0.486
O -0.25233 -0.59025 1.56735 -0.271
C -0.88853 -2.80495 2.10905 -0.171
C -0.99263 -3.75105 3.13955 0.027
C -1.85743 -4.81915 3.03535 -0.016
C -2.65133 -4.94325 1.90225 -0.011
C -2.53263 -4.03975 0.85445 -0.080
C -1.64283 -2.97405 0.93135 -0.505
S -1.43483 -2.01925 -0.58625 0.791
H -0.38313 -3.60265 4.01715 0.137
H -1.91803 -5.54535 3.82975 0.129
H -3.34383 -5.76745 1.81895 0.131
H -3.11653 -4.17455 -0.04405 0.116
```

Properties
- Energy relative to the best compared isomer or geometry (same formula, charge and spin): 0.946 eV
- Total charge: +3
- LUMO: -10.8 eV
- Gap between HOMO and LUMO: 5.50 eV
- Molecular weight: 839.43 g mol⁻¹
- HOMO energy: -16.293 eV
- Maximum force: 2.6 eV/Å

---

Entry 2:
Here is 11 unconnected molecules or ions with the total composition C36H94O18S4 from the OMol25 dataset. Energies are from wB97M-V/def2-TZVPD.

XYZ file:
```
152
Properties=species:S:1:pos:R:3:lowdin_charge:R:1
C -4.63299 5.15252 -2.36934 -0.258
S -4.78017 4.22436 -0.81970 0.833
O -4.16797 2.87769 -1.04439 -0.570
C -3.64388 5.18789 0.21478 -0.253
H -5.13585 6.08860 -2.37297 0.033
H -5.14618 4.48398 -3.06843 0.047
H -3.54825 5.26821 -2.70688 0.078
H -3.98214 6.22638 0.23581 0.051
H -2.60558 5.17524 -0.18603 0.033
H -3.55856 4.74751 1.24971 0.068
C 4.74075 1.53576 -1.14587 -0.219
S 3.44773 2.71965 -0.46734 0.826
O 3.97068 3.21132 0.84720 -0.545
C 3.97336 4.00790 -1.65166 -0.252
H 4.46707 1.15383 -2.18685 0.089
H 4.79165 0.78450 -0.44319 -0.021
H 5.65993 2.03143 -1.18017 0.021
H 5.09910 4.13690 -1.49806 0.086
H 3.48751 4.86463 -1.25060 0.011
H 3.68947 3.84648 -2.66688 0.044
C -0.61435 -0.92362 6.59139 -0.215
S 1.06129 -1.01909 5.81148 0.800
O 1.89172 -0.15170 6.68816 -0.537
C 1.42697 -2.65511 6.23258 -0.283
H -1.23700 -1.75517 6.27388 0.039
H -0.98836 0.07609 6.40253 0.049
H -0.36268 -1.03900 7.65002 0.055
H 1.50416 -3.24683 5.32880 0.047
H 0.72908 -3.15913 6.87676 0.051
H 2.40731 -2.65444 6.69322 0.062
C -4.91594 0.09069 3.47380 -0.233
S -5.89676 1.20749 2.34872 0.827
O -5.32484 2.52977 2.67591 -0.561
C -5.07508 0.59875 0.94416 -0.295
H -5.30488 -0.93543 3.51961 0.056
H -5.07463 0.64354 4.42399 0.049
H -3.84106 0.02534 3.29466 0.022
H -5.06811 1.40494 0.19510 0.025
H -5.60637 -0.25430 0.56707 0.063
H -4.06104 0.50186 1.14638 -0.001
C 1.46061 -5.76251 0.09765 -0.089
O 2.59623 -6.31336 0.76483 -0.162
C 3.45373 -5.34477 1.35520 -0.192
C 4.07488 -4.23154 0.46655 -0.221
O 3.09818 -3.24489 0.25572 -0.203
C 3.53610 -2.16981 -0.56318 -0.098
H 1.60183 -5.42216 -0.89295 0.076
H 1.02002 -4.99059 0.63429 0.051
H 0.74167 -6.55293 0.12518 0.082
H 4.23890 -5.97208 1.82505 0.128
H 3.02309 -4.77792 2.23752 0.129
H 4.38685 -4.72065 -0.40678 0.109
H 4.97281 -3.92278 0.92123 0.105
H 4.55867 -1.81381 -0.19668 0.104
H 2.73906 -1.40894 -0.48452 0.091
H 3.54210 -2.49924 -1.60272 0.082
C -1.42736 -5.21234 -3.30152 -0.104
O -0.37090 -4.26784 -3.29553 -0.189
C -0.88139 -3.02116 -3.67038 -0.217
C 0.32649 -2.00784 -3.77055 -0.171
O -0.29939 -0.76254 -3.98930 -0.219
C 0.67447 0.21348 -4.16444 -0.122
H -1.78444 -5.31735 -4.30430 0.075
H -2.26096 -4.95156 -2.60821 0.101
H -0.93033 -6.13797 -3.03153 0.088
H -1.58213 -2.65474 -2.90794 0.125
H -1.45060 -3.06862 -4.56849 0.102
H 0.95321 -2.23128 -4.67631 0.139
H 0.82461 -2.18356 -2.80904 0.124
H 0.91807 0.59256 -3.10930 0.115
H 0.24291 0.95574 -4.78846 0.060
H 1.53256 -0.07947 -4.79249 0.096
C 4.86338 -1.98383 4.15500 -0.132
O 5.81997 -1.15294 3.56576 -0.180
C 5.26414 -0.00867 2.81585 -0.176
C 5.03406 1.20113 3.61597 -0.249
O 4.09863 0.79853 4.58248 -0.197
C 3.90022 1.91594 5.44740 -0.099
H 4.27314 -2.53195 3.41482 0.069
H 4.18589 -1.43461 4.81231 0.067
H 5.49184 -2.75675 4.68347 0.107
H 4.29626 -0.28057 2.25962 0.143
H 6.01114 0.13968 2.01726 0.123
H 4.56104 1.99170 3.03512 0.103
H 5.98677 1.56860 3.89591 0.122
H 3.85014 2.83748 4.83153 0.092
H 4.69006 1.99688 6.16782 0.079
H 2.94686 1.75427 6.04167 0.081
C 1.58179 5.85925 2.22435 -0.111
O 1.68389 5.38708 0.91622 -0.190
C 0.40456 5.45653 0.32798 -0.195
C 0.40312 4.68928 -1.00847 -0.214
O -0.87312 4.59922 -1.62984 -0.202
C -0.83047 3.57689 -2.63659 -0.077
H 1.10040 6.83783 2.34592 0.093
H 2.60151 5.92900 2.65578 0.107
H 1.00663 5.11550 2.75374 0.069
H 0.15678 6.47137 0.20519 0.111
H -0.41240 4.97412 0.98775 0.135
H 0.74310 3.70217 -0.95403 0.047
H 1.13682 5.20790 -1.69545 0.140
H -0.21095 3.96613 -3.50545 0.116
H -1.80132 3.25898 -2.93839 0.077
H -0.27741 2.74814 -2.39723 0.034
C -1.64021 0.42052 -0.46659 -0.092
O -0.42906 0.85828 0.08457 -0.182
C -0.53068 2.15056 0.71996 -0.186
C -1.19261 2.02986 2.06848 -0.168
O -0.44893 1.23514 2.99672 -0.187
C 0.76393 1.80470 3.45888 -0.087
H -2.42439 1.17451 -0.37347 0.069
H -1.86095 -0.51368 0.05842 0.079
H -1.47728 0.12240 -1.49772 0.076
H -1.08553 2.85289 0.11797 0.097
H 0.56907 2.47954 0.76473 0.128
H -2.19848 1.64596 1.96939 0.112
H -1.28766 3.03609 2.43853 0.112
H 1.58581 1.92771 2.71767 0.093
H 1.09084 1.22344 4.34868 0.055
H 0.59697 2.84591 3.72605 0.075
C -4.03706 -5.37749 2.60867 -0.074
O -2.86855 -4.72115 3.10363 -0.178
C -1.94725 -4.46651 2.12379 -0.254
C -2.18855 -3.16953 1.29884 -0.204
O -2.63544 -2.12186 2.13255 -0.203
C -1.77586 -1.88257 3.24805 -0.099
H -4.57335 -4.61095 2.09772 0.076
H -4.51256 -5.85428 3.44295 0.084
H -3.88667 -6.13617 1.79706 0.100
H -1.89031 -5.32518 1.44582 0.115
H -0.94709 -4.40385 2.57354 0.120
H -2.94643 -3.21474 0.48781 0.129
H -1.24036 -3.01933 0.79644 0.108
H -0.71316 -1.83731 2.88070 0.114
H -1.99896 -2.54918 4.05434 0.072
H -1.86406 -0.80756 3.55765 0.078
C -2.02965 -0.59839 -10.84749 -0.082
O -2.65454 -0.12532 -9.64582 -0.158
C -2.41630 -0.90678 -8.54669 -0.250
C -1.22751 -0.59058 -7.57787 -0.110
O -1.41018 0.69094 -6.81197 -0.209
C -2.45103 0.65478 -5.89611 -0.153
H -2.41828 -1.50582 -11.34945 0.097
H -0.98908 -0.68677 -10.60855 0.074
H -2.09411 0.23232 -11.54061 0.084
H -2.35453 -2.03650 -8.61560 0.143
H -3.30813 -0.73741 -7.95812 0.104
H -0.16462 -0.46298 -7.92463 0.138
H -1.24008 -1.38193 -6.88438 0.079
H -2.43870 -0.11002 -5.11270 0.083
H -3.39075 0.58334 -6.44707 0.077
H -2.40881 1.62372 -5.38411 0.090
```

Properties
- LUMO: 0.4 eV
- Gap between HOMO and LUMO: 9.15 eV
- Molecular weight: 943.40 g mol⁻¹
- HOMO energy: -8.753 eV
- Maximum force: 3.6 eV/Å

---

Entry 3:
Here is a single CH3ClO2Si molecule from the OMol25 dataset. Energies are from wB97M-V/def2-TZVPD.

XYZ file:
```
8
Properties=species:S:1:pos:R:3:nbo_charge:R:1
Cl 2.35050 0.82811 0.06600 -0.333
Si 0.60293 -0.00557 -0.35074 1.025
C -0.86066 0.89934 0.51283 -0.026
O -1.55276 1.63870 -0.42898 -0.259
O -2.09965 0.50704 0.11428 -0.251
H 0.00500 -0.39427 -1.61067 -0.136
H 0.79161 -1.17330 0.49038 -0.194
H -0.97484 1.29181 1.44729 0.175
```

Properties
- SMILES: Cl[SiH2]C1OO1
- Energy relative to the best compared isomer or geometry (same formula, charge and spin): 0.169 eV
- LUMO: 0.5 eV
- Gap between HOMO and LUMO: 10.78 eV
- Molecular weight: 110.57 g mol⁻¹
- HOMO energy: -10.318 eV
- Maximum force: 4.4 eV/Å

---

Entry 4:
Here is a molecular structure, C41H29FN9SiTi from the OMol25 dataset. Energies are from wB97M-V/def2-TZVPD.

XYZ file:
```
82
Properties=species:S:1:pos:R:3:lowdin_charge:R:1
Ti -0.14415 0.60586 -0.06205 1.202
C -5.44094 4.54312 0.67441 -0.092
C -6.14110 3.35085 0.47518 -0.092
C -5.47544 2.17151 0.16895 -0.016
C -4.09402 2.21774 0.09042 -0.109
C -3.10256 1.19575 -0.28637 -0.288
N -3.41138 0.11888 -0.89758 0.189
C -2.47028 -0.63076 -1.55308 -0.281
C -2.78618 -1.66185 -2.44952 -0.125
C -4.00858 -2.25311 -2.84458 -0.036
C -3.97146 -3.26275 -3.76312 -0.114
C -2.73683 -3.71434 -4.31889 -0.114
C -1.54687 -3.14891 -3.96015 -0.036
C -1.56265 -2.09621 -3.01549 -0.126
C -0.54706 -1.32595 -2.43037 -0.293
N 0.78665 -1.58874 -2.60362 0.188
C 1.69496 -0.99838 -1.93163 -0.294
N 1.53889 0.01485 -0.97391 0.015
C 2.80892 0.44089 -0.57363 -0.291
N 3.11202 1.50294 0.06789 0.193
C 2.17365 2.47373 0.31327 -0.294
N 0.80679 2.37777 0.12393 0.030
C 0.27497 3.64889 0.27042 -0.287
N -1.04975 3.98313 0.27122 0.173
C -1.96373 3.10163 0.14788 -0.329
N -1.81074 1.72777 -0.07799 0.017
C -3.40001 3.40024 0.28508 -0.113
C -4.05669 4.58375 0.57502 -0.014
C 1.30271 4.54526 0.58146 -0.130
C 1.31266 5.93406 0.86135 -0.035
C 2.50706 6.52652 1.14740 -0.112
C 3.72427 5.77667 1.16513 -0.111
C 3.73768 4.43823 0.90387 -0.034
C 2.50670 3.79772 0.61915 -0.138
C 3.80725 -0.47638 -1.15594 -0.101
C 5.18134 -0.53992 -1.00782 -0.016
C 5.86447 -1.49361 -1.75128 -0.093
C 5.18520 -2.34274 -2.62738 -0.093
C 3.80728 -2.26248 -2.77933 -0.017
C 3.13174 -1.31884 -2.02481 -0.101
N -1.10852 -0.42246 -1.55436 0.015
H -5.99040 5.44659 0.90870 0.094
H -7.22107 3.35137 0.55754 0.094
H -6.00653 1.24532 -0.00746 0.111
H -4.94232 -1.90668 -2.41996 0.102
H -4.89345 -3.73625 -4.07937 0.086
H -2.75262 -4.52222 -5.04110 0.086
H -0.60852 -3.48806 -4.38045 0.102
H -3.49725 5.49858 0.72082 0.111
H 0.38817 6.49721 0.84316 0.103
H 2.54396 7.58742 1.36513 0.087
H 4.65093 6.29044 1.39213 0.087
H 4.65741 3.86726 0.91463 0.103
H 5.69236 0.13590 -0.33464 0.111
H 6.93962 -1.58105 -1.65459 0.094
H 5.74539 -3.07460 -3.19641 0.094
H 3.26675 -2.91119 -3.45627 0.110
C -1.03580 -0.11177 4.60748 -0.164
Si -0.23483 0.97379 3.28925 0.433
C -1.46984 2.35460 3.11653 -0.157
C 1.34400 1.83849 3.83684 -0.150
N 0.07854 -0.01951 1.84821 -0.150
C 0.73244 -1.23161 2.14240 -0.289
C 1.47421 -1.53684 3.29335 -0.065
C 2.04846 -2.78746 3.48812 -0.096
C 1.91652 -3.79886 2.54962 -0.102
C 1.19395 -3.53838 1.39243 -0.009
C 0.64468 -2.29110 1.23730 -0.220
F -0.04920 -2.02079 0.10633 0.040
H -1.10672 0.44423 5.54680 0.031
H -0.55522 -1.06683 4.81106 0.017
H -2.05726 -0.31868 4.27552 0.035
H -1.52965 2.75320 4.13739 0.044
H -2.47347 2.02797 2.83994 0.040
H -1.16398 3.17624 2.47609 0.019
H 1.20558 2.30051 4.81880 0.033
H 1.52941 2.64553 3.11980 0.025
H 2.24431 1.22695 3.86503 0.024
H 1.62658 -0.79453 4.06100 0.078
H 2.61433 -2.95985 4.39525 0.098
H 2.37147 -4.76753 2.70607 0.095
H 1.05315 -4.27044 0.60838 0.121
```

Properties
- Total charge: -1
- LUMO: 1.8 eV
- Gap between HOMO and LUMO: 4.97 eV
- Molecular weight: 742.70 g mol⁻¹
- HOMO energy: -3.219 eV
- Maximum force: 0.4 eV/Å

---

Entry 5:
Here is 2 unconnected molecules or ions with the total composition C3H6OS2 from the OMol25 dataset. Energies are from wB97M-V/def2-TZVPD.

XYZ file:
```
12
Properties=species:S:1:pos:R:3:nbo_charge:R:1
C 0.79945 -0.53837 0.38765 -0.489
C -0.19298 0.10856 -0.37532 -0.080
C -1.51029 -0.54772 -0.27323 -0.221
H 2.49047 1.27167 -0.29471 0.134
H 0.48114 -0.28309 1.42540 0.219
H 1.03141 -1.55196 0.19393 0.246
H 0.02365 0.28099 -1.47937 0.254
H -0.71365 1.29801 1.32519 0.383
H -1.44694 -1.56242 -0.55689 0.180
O -0.39018 1.53625 -0.08766 -0.635
S 2.52953 -0.02474 -0.18549 -0.058
S -3.10161 0.01283 -0.07949 0.067
```

Properties
- Energy relative to the best compared isomer or geometry (same formula, charge and spin): 4.893 eV
- LUMO: -1.0 eV
- Gap between HOMO and LUMO: 8.06 eV
- Molecular weight: 122.21 g mol⁻¹
- HOMO energy: -9.073 eV
- Maximum force: 6.7 eV/Å